# C4H9N3O

C4H9N3O as an isolated structure at a distorted geometry (ωB97M-V with the def2-TZVPD basis set, OMol25).

Each line ends with the Mulliken charge.
Positions of all 17 atoms, in Å:
C -2.968 -0.104 0.200  -0.55
C -0.681 -1.188 -0.177  0.12
C 1.293 -0.060 -0.072  0.76
C 2.737 -0.468 0.334  -0.95
H -3.770 0.264 1.165  0.21
H -3.196 -0.987 -0.307  0.30
H -2.858 0.936 -0.539  0.18
H -1.066 -2.200 -0.545  0.29
H 2.643 -1.932 -0.031  0.26
H 3.745 0.250 -0.288  0.24
H 3.098 -0.583 1.482  0.29
H 1.468 1.923 0.501  0.20
H -1.037 0.825 -0.272  0.45
N -1.361 -0.281 0.489  -0.67
N 0.515 -1.044 -0.542  -0.57
N 0.953 1.217 0.086  -0.03
O -0.258 1.648 -0.388  -0.52

Results
- Multiplicity: 1
- Net charge: 0
- LUMO level: 0.43 eV
- Orbital gap: 9.099 eV
- Electronic energy: -10803.762 eV